248
Properties=species:S:1:pos:R:3:forces:R:3:lowdin_charge:R:1 method="wB97M-V/def2-TZVPD" e_tot_ev=-116106.7248 mol_weight_g_mol=1329.04 charge=+4 e_homo_ev=-12.823 homo_lumo_gap_ev=4.599
C -0.2663 -2.6419 -9.7428 -0.39 -0.32 -0.88 -0.105
C 0.6649 -3.3103 -8.7405 -0.66 1.41 0.37 -0.232
C 1.3088 -2.2163 -7.8906 1.59 0.19 -0.76 -0.111
N 2.5370 -2.6372 -7.0473 -0.63 -0.07 0.13 -0.231
C 2.8669 -1.4850 -6.0937 -0.39 -0.97 0.96 0.040
C 2.2931 -3.9168 -6.2510 0.80 0.18 0.09 -0.055
C 3.7501 -4.3107 -5.8572 -0.46 -0.75 1.47 -0.156
C 4.6094 -3.9429 -7.0054 0.60 -0.44 -1.52 -0.166
C 3.7639 -3.0191 -7.8796 0.61 0.99 0.09 -0.078
H -0.7702 -3.4783 -10.2271 -0.35 0.21 -0.15 0.083
H 0.2652 -2.1351 -10.5483 0.18 0.15 0.15 0.085
H -1.0242 -1.9558 -9.3646 0.10 -0.11 0.33 0.083
H 1.3683 -3.8200 -9.3989 0.22 -0.45 0.71 0.116
H 0.0114 -3.9415 -8.1384 0.55 -0.46 0.05 0.114
H 0.6426 -1.5723 -7.3166 -0.22 -0.79 0.58 0.136
H 1.7373 -1.4795 -8.5700 0.22 -0.03 -0.28 0.131
H 3.8208 -1.6118 -5.5818 0.49 0.07 -0.74 0.098
H 2.2108 -1.6154 -5.2331 -0.58 0.15 -0.24 0.092
H 2.7112 -0.4936 -6.5191 0.25 -0.35 -0.36 0.115
H 1.5107 -3.7753 -5.5055 0.36 0.39 0.42 0.115
H 1.8489 -4.6286 -6.9467 0.43 -0.09 -0.19 0.122
H 4.2487 -3.8377 -5.0112 -1.06 0.52 0.53 0.097
H 3.8987 -5.3670 -5.6328 -0.62 -0.13 -0.08 0.121
H 5.5898 -3.5895 -6.6860 -0.25 0.46 -0.11 0.130
H 4.8121 -4.8336 -7.6001 0.11 0.03 -0.11 0.120
H 4.2583 -2.0797 -8.1270 -0.04 -0.09 -0.18 0.138
H 3.5557 -3.5797 -8.7909 -0.83 0.47 0.09 0.129
C -4.4693 -0.7062 -1.9741 -0.14 -0.25 -0.74 -0.084
C -5.5145 0.2612 -1.4206 0.87 0.49 0.32 -0.203
C -5.0068 0.8000 -0.0784 -1.86 0.65 0.19 -0.097
N -6.0058 1.8487 0.5982 1.19 0.79 -0.71 -0.200
C -5.9671 3.1879 -0.2611 -0.23 -0.59 0.24 0.062
C -5.5653 2.1260 2.0474 0.29 0.26 -1.37 -0.119
C -6.8153 2.6250 2.7771 0.33 -0.50 0.58 -0.125
C -8.0354 2.0027 2.0087 0.28 -0.56 -0.69 -0.097
C -7.4431 1.3602 0.7386 1.16 0.30 -1.13 -0.109
H -3.4503 -0.3347 -2.0822 -0.14 0.45 0.14 0.059
H -4.7794 -0.9633 -2.9869 0.10 -0.16 -0.05 0.089
H -4.3717 -1.6490 -1.4358 -0.15 -0.01 0.23 0.041
H -6.4701 -0.2601 -1.3631 -0.07 0.03 0.36 0.108
H -5.6437 1.0978 -2.1072 0.16 0.06 -0.19 0.105
H -4.0503 1.3134 -0.1763 -0.13 0.15 -0.13 0.116
H -4.8885 -0.0219 0.6277 -0.21 0.10 0.23 0.105
H -6.5335 3.0794 -1.1861 0.07 -0.50 0.11 0.104
H -4.9622 3.4742 -0.5716 0.13 -0.52 0.20 0.071
H -6.4097 4.0407 0.2536 -0.08 -0.42 0.58 0.109
H -4.6788 2.7575 1.9889 -0.31 0.53 0.11 0.114
H -5.1276 1.2138 2.4528 -0.58 -0.36 0.01 0.120
H -6.8435 3.6999 2.9553 -0.23 0.17 -1.00 0.119
H -6.6487 2.3338 3.8142 -0.66 -0.68 0.08 0.104
H -8.8423 2.6939 1.7651 0.38 0.28 0.07 0.122
H -8.5454 1.1198 2.3942 0.13 0.42 1.20 0.114
H -7.9083 1.5735 -0.2238 -0.35 0.23 0.28 0.133
H -7.3802 0.2724 0.7685 0.00 -0.01 0.43 0.121
C -2.1008 -0.4385 1.8346 -0.19 -0.18 -0.64 -0.093
C -0.7802 -0.0770 1.1598 -0.74 0.46 -1.17 -0.194
C -0.9210 -0.0047 -0.4175 1.09 -0.38 1.00 -0.081
N 0.3859 -0.1687 -1.2054 1.10 -0.99 0.93 -0.162
C 0.9860 -1.6136 -0.9525 -1.64 1.45 -1.12 0.060
C 1.4540 0.9066 -0.7847 -0.24 0.63 -0.74 -0.055
C 1.6893 1.7200 -2.0672 -0.08 1.04 -0.02 -0.128
C 0.4195 1.5158 -2.8702 -0.12 1.14 -0.63 -0.170
C 0.0967 0.0966 -2.7058 1.10 -1.05 0.17 -0.107
H -2.0737 -0.0663 2.8587 -0.06 -0.43 0.17 0.038
H -2.2120 -1.5151 1.7056 -0.44 -0.17 0.53 0.063
H -2.9778 0.0396 1.3983 0.24 0.10 -0.13 0.046
H -0.1133 -0.8957 1.4302 0.59 0.41 0.05 0.088
H -0.5762 0.9027 1.5919 0.94 -0.03 -0.32 0.078
H -1.3285 0.9610 -0.7166 -0.18 -0.10 0.03 0.121
H -1.5271 -0.8534 -0.7345 -0.23 0.17 -0.24 0.111
H 0.1017 -2.2508 -0.9622 0.10 -0.28 0.45 0.077
H 1.5581 -1.5650 -0.0260 -0.10 -0.27 -0.29 0.064
H 1.5150 -1.9147 -1.8566 0.51 0.34 0.34 0.091
H 2.3958 0.5142 -0.4011 -0.28 -0.80 -0.29 0.099
H 1.0271 1.4963 0.0265 -0.35 0.10 -0.22 0.098
H 2.6029 1.4965 -2.6182 -0.16 -1.06 0.04 0.112
H 1.8469 2.7950 -1.9802 -0.15 0.20 0.93 0.107
H 0.6292 1.7257 -3.9191 -0.35 0.15 -0.03 0.146
H -0.4198 2.1365 -2.5566 0.13 0.42 -0.01 0.094
H 0.8799 -0.3967 -3.2816 -0.25 -0.78 0.34 0.124
H -0.8784 -0.2556 -3.0423 0.11 -0.12 0.52 0.110
C -1.4712 -4.5809 1.2785 0.25 1.02 -0.38 -0.098
C -2.6575 -5.2618 0.6355 0.76 -0.99 -0.24 -0.229
C -3.8046 -4.3590 0.3374 -0.88 0.96 0.54 -0.173
N -5.0609 -5.0585 -0.0946 -0.42 0.10 -0.48 -0.210
C -5.6412 -5.7662 1.1618 -0.62 0.53 -1.15 0.040
C -6.1221 -3.9934 -0.6860 0.89 -0.68 1.29 -0.050
C -6.3719 -4.3510 -2.1311 0.18 -0.12 -0.75 -0.143
C -6.0365 -5.8501 -2.1693 -0.13 -0.04 0.34 -0.125
C -4.7641 -5.9525 -1.3174 -1.08 -0.15 0.83 -0.068
H -1.0713 -3.7692 0.6707 -0.10 -0.02 -0.46 0.063
H -0.6313 -5.2682 1.3795 -0.20 -0.04 0.43 0.077
H -1.7504 -4.0568 2.1925 0.07 -0.43 0.53 0.063
H -2.9172 -6.1120 1.2663 -0.32 0.04 0.07 0.111
H -2.2967 -5.7010 -0.2945 -0.04 0.02 -0.14 0.123
H -3.5319 -3.5911 -0.3865 0.05 -0.27 -0.47 0.115
H -4.1642 -3.8194 1.2135 0.42 0.16 0.36 0.125
H -6.5993 -6.2415 0.9515 0.24 -0.23 -0.57 0.107
H -5.9343 -4.9777 1.8548 0.54 0.04 0.13 0.102
H -4.9633 -6.5019 1.5948 0.08 0.34 -0.23 0.099
H -7.0116 -4.1539 -0.0767 -0.04 -0.03 -0.14 0.124
H -5.7383 -3.0014 -0.4478 0.09 -0.09 -0.25 0.102
H -7.4140 -4.1051 -2.3353 -0.09 -0.40 -0.12 0.129
H -5.8149 -3.8345 -2.9128 0.46 0.38 0.54 0.120
H -6.9189 -6.3168 -1.7315 0.34 -0.66 0.31 0.121
H -5.8691 -6.3364 -3.1304 -0.11 0.46 -0.14 0.133
H -4.5190 -6.9452 -0.9395 -0.10 -0.02 -0.16 0.139
H -3.8899 -5.5349 -1.8169 -0.14 0.18 -0.10 0.130
C -0.0194 -0.5301 5.4075 -1.07 0.27 -0.03 0.030
N -1.3611 -0.6863 6.1788 0.73 -0.02 0.69 -0.297
C -2.2676 -1.7703 5.6384 0.97 0.88 -1.73 0.019
C -1.0522 -1.2134 7.5712 -0.39 0.02 -0.27 0.010
C -2.0727 0.7008 6.2080 1.33 -0.41 -0.79 -0.074
C -3.1253 0.8641 7.2307 -1.17 0.24 1.48 -0.247
O -4.2048 -0.0200 7.1687 -0.36 -1.75 -0.58 -0.042
H -0.1801 0.1267 4.5525 -0.27 -0.02 -0.03 0.089
H 0.3646 -1.4772 5.0285 -0.36 -0.18 0.32 0.088
H 0.7408 -0.0673 6.0368 -0.32 -0.09 0.30 0.099
H -1.6048 -2.5925 5.3686 -0.30 -0.60 1.05 0.101
H -2.5688 -1.5013 4.6259 -0.63 0.57 0.22 0.093
H -3.0918 -1.8658 6.3453 0.16 -0.47 -0.45 0.107
H -0.5572 -2.1767 7.4484 0.42 0.29 0.03 0.113
H -2.0051 -1.4746 8.0315 0.11 0.40 0.19 0.104
H -0.4947 -0.4910 8.1675 0.04 -0.14 -0.15 0.121
H -2.3231 0.9230 5.1707 -0.36 -0.06 -0.07 0.116
H -1.2884 1.4064 6.4819 0.11 0.06 -0.04 0.131
H -3.6572 1.8145 7.1858 1.20 0.77 -0.23 0.133
H -2.6863 0.7362 8.2202 0.33 0.50 0.09 0.129
H -4.4798 -0.1856 8.0735 -0.39 -0.08 0.00 0.114
C 6.8420 3.2665 -0.3042 0.32 -1.72 0.36 0.065
N 6.5755 1.7273 -0.1728 0.84 -1.06 -0.81 -0.277
C 6.9423 1.0924 1.1885 -1.25 1.14 0.16 0.003
C 5.0633 1.4900 -0.4663 1.71 -0.24 1.79 0.008
C 7.4054 0.8694 -1.1833 -0.24 0.66 -0.41 -0.071
C 8.9306 1.1319 -1.1841 -0.36 -0.86 -0.50 -0.235
O 9.2894 2.1928 -2.0218 -0.42 1.00 -0.07 -0.049
H 6.4563 3.6601 0.6362 -0.04 0.43 -0.44 0.095
H 6.3277 3.6055 -1.2034 -0.24 0.00 0.43 0.105
H 7.9097 3.4379 -0.4415 -0.04 -0.15 0.28 0.095
H 6.5655 0.0720 1.2585 0.14 -0.03 -0.62 0.092
H 6.3908 1.6267 1.9622 -0.01 0.33 -0.05 0.085
H 7.9882 1.1110 1.4950 0.01 0.23 -0.74 0.100
H 4.9356 0.4185 -0.3126 -0.18 -0.05 -0.94 0.077
H 4.7935 1.9259 -1.4283 -0.01 -0.29 0.26 0.112
H 4.5719 1.9398 0.3964 -0.26 0.54 -0.42 0.069
H 7.0087 0.9774 -2.1928 0.01 0.82 -0.07 0.145
H 7.0958 -0.1647 -1.0321 0.47 -0.11 0.67 0.122
H 9.4115 0.2829 -1.6701 -0.35 -0.75 0.65 0.134
H 9.3579 1.2743 -0.1915 -0.13 -0.13 0.25 0.112
H 10.1790 2.0054 -2.3301 0.07 0.28 -0.18 0.104
C -1.1821 7.7460 -0.4321 1.05 -1.11 0.69 0.032
N -0.7542 6.2559 -0.5991 -0.29 -0.73 -2.52 -0.297
C -0.4432 6.0423 -2.1243 0.13 -0.15 0.59 0.036
C 0.5373 5.9282 0.1610 -1.42 1.71 -0.15 0.037
C -1.9770 5.3813 -0.2130 0.88 2.01 -0.12 -0.082
C -1.9070 3.8959 -0.2674 1.50 -1.47 1.08 -0.168
O -1.0307 3.2717 0.7347 0.12 0.65 -1.28 -0.112
H -0.3494 8.3405 -0.8081 -0.01 0.01 0.32 0.110
H -1.3614 7.8625 0.6367 0.27 0.30 -0.02 0.099
H -2.0845 8.0796 -0.9445 0.02 -0.89 -0.36 0.111
H -1.2187 6.4796 -2.7533 -0.21 -0.29 0.33 0.111
H -0.3214 4.9773 -2.3217 -0.43 0.06 0.06 0.084
H 0.5151 6.4810 -2.4021 0.03 0.28 0.48 0.098
H 0.3168 6.3278 1.1508 0.46 -0.30 0.26 0.101
H 1.2508 6.5682 -0.3580 0.45 -0.44 0.38 0.084
H 0.7881 4.8678 0.1895 -0.28 0.22 -0.38 0.097
H -2.6923 5.7660 -0.9399 -0.50 -0.40 0.24 0.142
H -2.1745 5.7388 0.7977 -0.42 -0.23 0.10 0.131
H -1.5289 3.4954 -1.2079 -0.59 0.30 -0.29 0.095
H -2.8985 3.5197 -0.0153 -0.25 0.15 -0.63 0.102
H -1.5278 3.1363 1.5447 -0.18 -0.01 0.83 0.004
C 3.0686 -6.3194 2.7419 0.97 0.94 -0.59 0.031
N 4.0710 -5.2016 3.0600 -0.54 0.86 2.52 -0.322
C 3.8665 -4.8937 4.5733 -0.78 0.94 -1.91 0.022
C 5.5347 -5.7246 2.9035 -2.51 0.24 -1.60 0.062
C 3.8008 -3.8781 2.2340 0.92 0.32 0.93 -0.049
C 2.6034 -2.9585 2.5911 -0.33 -1.38 0.10 -0.220
O 1.3841 -3.6089 2.2790 -0.35 -0.09 -0.01 -0.078
H 3.2607 -7.1481 3.4234 -0.10 0.09 -0.12 0.112
H 3.2608 -6.5960 1.7052 -0.19 -0.24 0.08 0.117
H 2.0679 -5.8985 2.8389 0.18 -0.18 0.02 0.091
H 2.8306 -4.5567 4.6095 -0.06 -0.33 0.46 0.077
H 4.4566 -4.0002 4.7770 0.39 -0.48 0.42 0.110
H 4.0084 -5.7722 5.2028 0.36 0.21 -0.24 0.120
H 5.4937 -5.6917 1.8148 1.32 -0.63 -0.09 0.104
H 5.4623 -6.7404 3.2921 0.58 0.15 -0.07 0.111
H 6.3275 -5.1010 3.3167 -0.51 0.08 0.18 0.117
H 3.8603 -4.0882 1.1661 -0.37 -0.39 0.06 0.125
H 4.6679 -3.2491 2.4355 0.34 -0.18 0.07 0.131
H 2.6486 -2.0273 2.0264 0.49 -0.09 -0.24 0.115
H 2.5278 -2.6893 3.6446 0.76 0.13 0.10 0.105
H 0.8879 -3.6700 3.0985 -0.34 -0.14 -0.21 0.076
C 3.3502 3.0146 5.4243 -0.64 1.43 -1.21 0.043
N 2.1457 3.8687 4.8235 0.97 -0.67 0.73 -0.269
C 0.9483 3.5962 5.7185 -0.46 0.64 -1.58 -0.006
C 2.4838 5.4039 4.7973 -0.50 -0.58 0.07 0.059
C 1.8463 3.3118 3.3996 0.87 0.40 -0.45 -0.061
C 3.0786 3.2794 2.4322 -2.01 -2.35 -0.30 -0.324
O 3.7768 4.3873 2.2170 1.26 2.36 2.14 -0.030
H 4.1793 3.3265 4.7891 0.35 0.15 0.70 0.096
H 3.2829 1.9340 5.2980 -0.85 0.10 -0.28 0.089
H 3.4159 3.2159 6.4935 0.26 0.42 -0.29 0.106
H 0.7437 2.5355 5.5729 0.03 -0.01 0.57 0.070
H 0.1127 4.1304 5.2663 -0.22 0.05 -0.15 0.085
H 1.0139 3.9559 6.7453 0.70 -0.30 -0.11 0.116
H 2.5742 5.8505 5.7875 -0.30 -0.69 0.34 0.106
H 1.6198 5.8535 4.3078 0.18 0.01 -0.13 0.110
H 3.4202 5.6620 4.3029 -0.24 -0.72 -0.45 0.100
H 1.0317 3.7501 2.8231 -0.28 1.12 0.97 0.122
H 1.4629 2.3016 3.5435 0.43 -0.24 0.19 0.112
H 2.6612 3.0568 1.4502 -0.71 -0.85 -0.04 0.115
H 3.6676 2.4042 2.7065 0.59 -0.26 0.24 0.097
H 4.0124 4.4446 1.2882 0.26 0.46 -1.85 0.038
C 3.9662 6.8280 -0.7334 0.11 -0.16 -0.08 -0.024
C 3.7183 5.4113 -1.2771 0.04 1.14 -0.87 -0.774
O 4.1030 4.4655 -0.5472 0.39 -1.44 2.00 -0.114
O 3.2013 5.2663 -2.3824 -0.60 0.12 -0.40 -0.016
H 5.0194 7.1061 -0.7722 0.17 -0.35 0.02 0.077
H 3.6918 6.8040 0.3212 -0.14 0.44 0.07 0.057
H 3.4748 7.6047 -1.3194 -0.36 -0.15 0.20 0.074
C -2.9001 1.6792 -4.4045 -0.62 -0.48 -0.76 -0.028
C -3.1906 3.0086 -3.7642 -0.70 0.49 1.42 -0.812
O -2.3165 3.8672 -3.6938 2.47 0.83 -0.23 -0.056
O -4.3111 3.1938 -3.2426 -1.58 -0.99 0.64 -0.083
H -2.4093 1.8618 -5.3605 0.15 -0.27 0.04 0.086
H -3.8559 1.1799 -4.5639 0.01 -0.07 -0.26 0.068
H -2.3180 0.9885 -3.7943 0.29 0.33 0.12 0.028
C -2.4315 -2.4919 -4.8221 -0.45 -0.05 -0.57 -0.026
C -1.5516 -2.8693 -3.6616 2.30 -0.17 -0.72 -0.752
O -2.0835 -3.2362 -2.5829 -0.13 0.20 0.50 -0.096
O -0.2945 -2.7971 -3.9164 -1.23 -0.01 0.90 -0.109
H -1.9387 -2.6105 -5.7871 0.19 -0.33 0.15 0.064
H -2.6647 -1.4272 -4.8166 -0.38 0.07 0.37 0.060
H -3.3247 -3.1164 -4.8020 -0.25 0.34 -0.08 0.069
C -3.5682 3.7704 4.7093 -1.28 -0.16 0.22 -0.016
C -2.3896 3.6097 3.7483 1.52 3.57 0.86 -0.706
O -1.6489 4.6703 3.6289 -1.34 -2.51 0.14 -0.093
O -2.1932 2.5171 3.1815 -0.03 -1.16 -0.40 -0.085
H -4.4043 3.0926 4.5371 0.05 -0.38 -0.57 0.047
H -4.0297 4.7576 4.6860 0.46 0.18 -0.15 0.087
H -3.3975 3.5728 5.7675 0.85 0.17 0.05 0.057
C 4.5373 -2.9245 -1.6959 -0.49 -1.84 1.69 -0.056
C 4.8396 -1.7572 -2.5559 0.91 0.85 -3.45 -0.792
O 4.1183 -0.7263 -2.5286 -0.57 0.02 1.48 -0.089
O 5.6984 -1.9462 -3.4648 -0.11 -0.34 1.05 -0.076
H 4.0185 -3.7075 -2.2490 -0.63 0.39 -0.39 0.078
H 3.9494 -2.6862 -0.8095 -0.47 0.28 0.04 0.030
H 5.3238 -3.5756 -1.3144 0.99 0.65 -0.17 0.066